[1]
Formula: C16H24N6OS2
Source: the OMol25 dataset
Level of theory: ωB97M-V/def2-TZVPD

CARTESIAN COORDINATES (ANGSTROEM)
C1 -2.0385 -1.3294 -0.0581
C2 -1.2325 -2.3137 0.7865
C3 -1.0505 -3.6505 0.0665
N1 0.0635 -1.7562 1.1919
C4 0.9703 -1.4943 0.2298
O1 0.7366 -1.5996 -0.9621
C5 2.4172 -1.2055 0.6440
S1 3.0521 0.3186 -0.1217
C6 1.6668 1.3427 0.0434
N2 0.5515 1.0301 0.6461
N3 -0.2988 2.0555 0.4748
C7 0.3132 2.9823 -0.2101
C8 -0.3067 4.2366 -0.6601
S2 -0.4135 4.3068 -2.5053
C9 -0.6982 2.5650 -2.8008
N4 -1.9461 2.1672 -2.8971
C10 -2.1346 0.8751 -3.1185
C11 -1.0756 -0.0119 -3.2440
C12 0.1970 0.5240 -3.1057
N5 0.3840 1.8171 -2.8953
N6 1.5910 2.5881 -0.5010
C13 2.5853 3.2847 -1.2635
C14 0.2086 -1.4014 2.5993
C15 0.3538 -2.6595 3.4590
C16 -0.9243 -0.4990 3.0925
H1 -3.0480 -1.7069 -0.2034
H2 -2.0849 -0.3591 0.4277
H3 -1.5620 -1.2023 -1.0237
H4 -1.7806 -2.5100 1.7102
H5 -0.5299 -3.5063 -0.8749
H6 -2.0243 -4.0901 -0.1341
H7 -0.4763 -4.3390 0.6832
H8 3.0329 -1.9941 0.2056
H9 2.6125 -1.1558 1.7102
H10 0.2761 5.1141 -0.3814
H11 -1.3160 4.3025 -0.2576
H12 -3.1671 0.5590 -3.1908
H13 -1.2230 -1.0618 -3.4308
H14 1.0881 -0.0857 -3.1522
H15 2.2971 3.2959 -2.3162
H16 3.5373 2.7689 -1.1506
H17 2.6761 4.3098 -0.9021
H18 1.1129 -0.8023 2.6999
H19 -0.5521 -3.2597 3.4317
H20 0.5470 -2.3810 4.4917
H21 1.1811 -3.2696 3.1024
H22 -0.6793 -0.1441 4.0907
H23 -1.0100 0.3580 2.4312
H24 -1.8794 -1.0132 3.1430

The calculation puts the HOMO-LUMO gap at 8.968 eV. The maximum force is 1.15 eV Å⁻¹. Its SMILES is CC(C)N(C(=O)CSc1nnc(CSc2ncccn2)n1C)C(C)C. Its net charge is 0. The highest occupied orbital energy is -8.390 eV. As for the energy above the lowest of the compared OMol25 structures with the same formula, charge and spin: 24.70 kJ/mol.

=====

[2]
Formula: C6H6
Source: the OMol25 dataset
Level of theory: ωB97M-V/def2-TZVPD

CARTESIAN COORDINATES (ANGSTROEM)
C1 -2.8723 -0.1152 0.4606
C2 -1.8600 0.2006 -0.5385
C3 -0.7941 0.3839 -1.0773
C4 0.5875 0.3906 -1.1540
C5 1.7127 0.2349 -0.7419
C6 2.9129 -0.0545 0.0303
H1 -3.0696 0.7607 1.0868
H2 -2.4343 -0.8871 1.1061
H3 -3.8101 -0.4960 0.0534
H4 3.0413 -1.1384 0.1101
H5 2.7622 0.3364 1.0432
H6 3.8241 0.3841 -0.3788

The calculation puts the HOMO-LUMO gap at 9.680 eV. The maximum force is 0.60 eV Å⁻¹. Its SMILES is CC#CC#CC. Its net charge is 0. The highest occupied orbital energy is -8.761 eV. As for the energy above the lowest of the compared OMol25 structures with the same formula, charge and spin: 371.40 kJ/mol.

=====

[3]
Formula: CHOPS
Source: the OMol25 dataset
Level of theory: ωB97M-V/def2-TZVPD

CARTESIAN COORDINATES (ANGSTROEM)
O1 0.6316 1.9154 0.4460
C1 -0.0614 0.9973 0.1151
P1 -1.9307 1.1380 -0.2385
S1 -2.6546 -0.5675 0.3110
H1 0.3145 -0.0362 -0.0580

The calculation puts the HOMO-LUMO gap at 6.936 eV. The maximum force is 0.85 eV Å⁻¹. Its SMILES is O=CP=S. Its net charge is 0. The highest occupied orbital energy is -9.048 eV. As for the energy above the lowest of the compared OMol25 structures with the same formula, charge and spin: 0.00 kJ/mol.

=====

[4]
Formula: CH12NO4
Source: the OMol25 dataset
Level of theory: ωB97M-V/def2-TZVPD

CARTESIAN COORDINATES (ANGSTROEM)
C1 0.8401 2.0584 -1.4203
N1 1.4771 0.9697 -1.5275
H1 1.1486 2.9694 -1.9198
H2 -0.0297 2.0977 -0.7646
H3 1.2222 0.1137 -0.9998
H4 2.2715 0.8609 -2.1545
H5 -1.8787 -3.4067 1.7987
H6 -0.6143 -2.5628 1.7388
O1 -1.4339 -2.7397 1.2606
H7 1.2855 -2.3623 -1.3709
H8 0.9131 -1.8022 -0.0037
O2 1.4523 -1.6154 -0.7828
H9 -2.8160 1.7601 -0.1501
H10 -2.0980 2.7170 0.7703
O3 -1.9265 2.0521 0.0906
H11 -0.6757 -0.5547 1.6039
H12 0.5725 -0.0420 2.3112
O4 0.2901 -0.5132 1.5199

The calculation puts the HOMO-LUMO gap at 10.290 eV. The maximum force is 0.58 eV Å⁻¹. Its net charge is +1. The highest occupied orbital energy is -14.665 eV. As for the energy above the lowest of the compared OMol25 structures with the same formula, charge and spin: 43.45 kJ/mol.

=====

[5]
Formula: C36H102N6O12
Source: the OMol25 dataset
Level of theory: ωB97M-V/def2-TZVPD

CARTESIAN COORDINATES (ANGSTROEM)
C1 26.3570 -2.9831 22.2602
O1 25.6679 -2.7307 23.5427
C2 24.2814 -2.6880 23.4640
C3 23.6802 -1.4874 22.6727
C4 24.1411 -0.1373 23.1512
N1 22.2463 -1.5208 22.9775
H1 26.3920 -2.0474 21.7021
H2 25.8887 -3.7838 21.6877
H3 27.3953 -3.2962 22.3699
H4 23.7547 -3.6001 23.1834
H5 23.9605 -2.5618 24.4980
H6 23.8726 -1.5374 21.6010
H7 25.1987 0.0263 23.3580
H8 23.6780 0.0785 24.1140
H9 23.8553 0.7051 22.5212
H10 21.9034 -2.3967 22.6096
H11 22.1189 -1.6786 23.9669
C5 25.9192 -6.3214 16.9284
O2 24.4725 -6.3748 17.0870
C6 24.0884 -7.6535 17.6859
C7 22.5127 -7.7740 17.5623
C8 21.8883 -8.8853 18.4485
N2 22.1396 -8.0437 16.1866
H12 26.5385 -6.6686 17.7555
H13 26.3835 -5.4390 16.4881
H14 26.1992 -6.9947 16.1183
H15 24.3664 -8.5722 17.1694
H16 24.4893 -7.8949 18.6704
H17 22.0877 -6.8552 17.9665
H18 21.9829 -8.6417 19.5068
H19 22.2881 -9.8462 18.1247
H20 20.8259 -9.0688 18.2886
H21 21.2208 -7.7027 15.9425
H22 22.7031 -7.5211 15.5313
C9 24.0233 -12.2088 24.2765
O3 25.2400 -11.8262 24.9983
C10 25.9490 -10.7136 24.4448
C11 26.8516 -10.1870 25.5844
C12 27.2016 -8.7233 25.3256
N3 28.0641 -10.9980 25.5013
H23 23.3740 -11.3706 24.0236
H24 23.4316 -12.7775 24.9938
H25 24.1724 -12.6271 23.2811
H26 26.5068 -10.8912 23.5254
H27 25.3164 -9.8737 24.1575
H28 26.3403 -10.3355 26.5356
H29 27.8270 -8.3468 26.1350
H30 26.2513 -8.1987 25.2260
H31 27.7592 -8.5736 24.4010
H32 28.6864 -10.7588 26.2600
H33 27.7846 -11.9485 25.6975
C13 23.7316 0.1474 15.1479
O4 24.2074 1.0710 14.1574
C14 23.8832 2.4840 14.4540
C15 25.1332 3.2072 13.9159
C16 24.9774 4.6310 14.0688
N4 25.6320 2.8219 12.5992
H34 24.1706 -0.8213 14.9096
H35 22.6454 0.0594 15.1724
H36 24.2324 0.2488 16.1106
H37 22.9932 2.7864 13.9020
H38 23.6436 2.5754 15.5134
H39 26.0013 2.8736 14.4845
H40 25.8840 5.2190 13.9256
H41 24.6872 4.9160 15.0800
H42 24.2525 4.9145 13.3057
H43 24.7546 2.6741 12.1213
H44 26.0240 1.9285 12.8605
C17 23.5937 7.8077 22.1669
O5 22.3282 7.6815 22.8188
C18 22.4297 6.6479 23.7900
C19 21.2808 6.5990 24.7874
C20 21.4825 7.6832 25.9300
N5 21.1235 5.3059 25.4570
H45 24.3506 7.9813 22.9318
H46 23.6229 8.6228 21.4438
H47 23.9337 6.8345 21.8126
H48 22.3361 5.7850 23.1307
H49 23.3375 6.7397 24.3862
H50 20.3714 6.8174 24.2275
H51 20.6691 7.8499 26.6361
H52 21.8404 8.6586 25.6004
H53 22.2012 7.1826 26.5789
H54 20.2287 5.2892 25.9252
H55 21.2176 4.5620 24.7804
C21 15.0208 -4.4445 19.6456
O6 14.3294 -4.6972 20.8551
C22 12.9618 -4.2916 20.8703
C23 12.0247 -4.8190 19.6569
C24 10.6716 -4.0487 19.6981
N6 11.7123 -6.2204 19.6958
H56 14.7820 -5.1096 18.8157
H57 16.0888 -4.5650 19.8272
H58 14.8444 -3.4837 19.1620
H59 12.4454 -4.3399 21.8289
H60 12.9849 -3.2026 20.8313
H61 12.5383 -4.6008 18.7206
H62 10.7689 -3.0026 19.9883
H63 10.0804 -4.5335 20.4750
H64 10.1291 -4.1491 18.7580
H65 12.5526 -6.7176 19.9543
H66 11.3141 -6.4926 18.8084
C25 19.0768 3.0798 20.0307
C26 17.8677 2.6862 20.8047
O7 17.8246 1.2682 20.7669
H67 18.8786 3.1064 18.9592
H68 19.9272 2.4370 20.2581
H69 19.4895 4.0541 20.2924
H70 17.0099 3.1070 20.2800
H71 18.0170 3.1072 21.7989
H72 18.6975 1.0304 21.0880
C27 19.7292 -6.5804 26.3612
C28 18.3325 -6.1102 25.7703
O8 18.4377 -4.9215 25.0126
H73 19.7515 -7.2346 27.2327
H74 20.3570 -5.7288 26.6233
H75 20.1623 -7.1078 25.5112
H76 17.8506 -5.8483 26.7123
H77 17.9107 -7.0408 25.3904
H78 17.9111 -4.9723 24.2116
C29 24.7886 -2.4094 31.3702
C30 26.1186 -2.2857 32.1439
O9 25.9949 -2.6602 33.4874
H79 24.9300 -2.7312 30.3384
H80 24.1273 -1.5690 31.5813
H81 24.2690 -3.2475 31.8344
H82 26.2967 -1.2122 32.0805
H83 26.8394 -2.8495 31.5517
H84 26.8328 -2.8599 33.9112
C31 32.3131 -8.0679 20.9986
C32 32.6764 -9.2881 21.7358
O10 32.7393 -9.0417 23.1340
H85 33.0628 -7.2929 20.8386
H86 31.4013 -7.5770 21.3386
H87 32.0436 -8.4913 20.0310
H88 33.5270 -9.8511 21.3517
H89 31.8273 -9.9545 21.5838
H90 31.9445 -9.4977 23.4203
C33 28.6192 2.9616 19.9637
C34 29.5844 4.0298 20.4477
O11 29.0175 5.3624 20.4463
H91 28.1604 3.4543 19.1065
H92 27.8166 2.8120 20.6859
H93 29.0603 2.0093 19.6693
H94 30.4312 4.2278 19.7904
H95 30.0671 3.8501 21.4083
H96 29.6200 5.9579 19.9947
C35 29.5746 -1.3105 26.9564
C36 30.3852 -0.4994 25.9044
O12 30.9234 0.6539 26.4106
H97 30.0975 -1.6740 27.8410
H98 29.3977 -2.2787 26.4880
H99 28.6037 -0.8320 27.0852
H100 29.5498 -0.2943 25.2348
H101 31.1257 -1.1382 25.4230
H102 30.1409 1.1317 26.6953

The calculation puts the HOMO-LUMO gap at 9.266 eV. The maximum force is 3.76 eV Å⁻¹. Its SMILES is COC[C@H](C)N.COC[C@H](C)N.COC[C@H](C)N.COC[C@H](C)N.COC[C@H](C)N.COC[C@H](C)N.CCO.CCO.CCO.CCO.CCO.CCO. Its net charge is 0. The highest occupied orbital energy is -9.254 eV. As for the energy above the lowest of the compared OMol25 structures with the same formula, charge and spin: 749.89 kJ/mol.

=====

[6]
Formula: C3H6IO3V
Source: the OMol25 dataset
Level of theory: ωB97M-V/def2-TZVPD

CARTESIAN COORDINATES (ANGSTROEM)
V1 -1.5149 1.1722 2.1373
I1 -2.4005 -1.2737 3.1235
C1 0.2060 -2.2676 0.0676
O1 0.6496 -1.1775 -0.7512
C2 0.2904 0.0057 -0.4547
O2 -0.4324 0.3117 0.4854
O3 0.7755 0.8470 -1.3053
C3 0.5592 2.2526 -1.0685
H1 0.9877 -2.5299 0.7815
H2 0.0146 -3.1135 -0.5805
H3 -0.6837 -2.0211 0.6397
H4 1.2773 2.7724 -1.6878
H5 0.7294 2.5123 -0.0241
H6 -0.4582 2.5094 -1.3628

As for the spin multiplicity: 4. Its expectation value of S² is 3.7735. The calculation puts the HOMO-LUMO gap (alpha / beta) at 6.752 / 7.111 eV. The maximum force is 2.67 eV Å⁻¹. Its net charge is +1. The highest occupied orbital energy (alpha / beta) is -12.708 / -12.832 eV. As for the energy above the lowest of the compared OMol25 structures with the same formula, charge and spin: 0.00 kJ/mol.

=====

> net charge of number 4 (CH12NO4)?

+1